No. 1
{"formula": "CH24GaO14PS", "method": "wB97M-V/def2-TZVPD", "elements": ["O", "C", "O", "Ga", "P", "O", "O", "S", "H", "H", "H", "H", "O", "H", "H", "O", "H", "H", "O", "H", "H", "O", "H", "H", "O", "H", "H", "O", "H", "H", "O", "H", "H", "O", "H", "H", "O", "H", "H", "O", "H", "H"], "xyz": [[3.454, -0.126, 1.445], [3.202, 0.235, 0.245], [3.887, 1.265, -0.347], [1.697, -0.660, -0.901], [-0.170, 0.775, -0.701], [-1.516, -0.194, -0.179], [0.123, 1.921, 0.560], [-0.684, 1.665, -2.353], [1.329, -2.124, -0.342], [2.269, -0.776, -2.388], [-1.265, -0.465, 0.735], [0.879, 1.634, 1.114], [-0.514, -0.205, -4.679], [-0.603, -0.187, -5.640], [-1.422, -0.122, -4.357], [2.093, -4.378, -0.693], [2.902, -4.510, -1.202], [1.558, -5.154, -0.896], [5.454, 3.303, 1.454], [5.232, 2.649, 0.768], [4.598, 3.661, 1.709], [0.094, -1.294, 2.510], [0.397, -1.208, 3.421], [-0.292, -2.177, 2.469], [5.169, -0.063, 4.510], [5.084, -0.049, 3.542], [4.261, 0.018, 4.820], [-4.199, 1.287, 0.963], [-3.625, 0.899, 0.284], [-3.633, 1.936, 1.398], [-2.404, -2.095, -3.622], [-1.595, -2.225, -4.138], [-2.939, -2.871, -3.822], [-1.369, -2.910, 0.498], [-1.451, -2.885, -0.464], [-2.277, -2.821, 0.811], [-7.192, 1.478, 0.783], [-6.308, 1.682, 1.127], [-7.785, 1.727, 1.501], [-1.153, 4.607, 0.171], [-0.456, 5.089, -0.285], [-0.833, 3.690, 0.178]], "forces_ev_per_angstrom": [[-0.434, 0.274, -1.315], [2.294, 2.951, 0.063], [-1.961, -2.876, 1.669], [1.606, -0.612, 0.546], [-0.142, -0.377, 0.656], [1.115, 1.758, 0.736], [-0.688, -1.081, -0.728], [-0.575, 0.578, 0.481], [-0.345, 0.518, -0.050], [-0.362, 0.137, -0.165], [-0.076, -0.172, -0.684], [-0.265, -0.059, -0.555], [-0.194, -0.478, -0.767], [0.066, 0.036, 0.070], [0.188, 0.249, 0.337], [0.120, -0.686, -0.091], [-0.042, 0.221, 0.044], [-0.005, 0.108, 0.031], [0.275, 0.406, 0.025], [-0.494, -0.453, -0.027], [-0.008, -0.253, -0.115], [-0.426, -0.032, 0.409], [0.164, 0.138, -0.185], [0.186, 0.031, -0.431], [0.046, -0.071, 0.039], [-0.229, 0.081, -0.050], [0.046, 0.008, -0.234], [-0.075, 0.136, 0.167], [0.115, -0.017, 0.022], [0.076, -0.086, -0.158], [-0.161, -0.434, -0.240], [0.160, 0.285, 0.238], [-0.007, 0.111, 0.083], [-0.484, -0.645, 0.325], [0.338, 0.370, 0.045], [0.049, 0.084, -0.131], [-0.175, 0.203, 0.371], [0.246, -0.274, -0.381], [0.021, -0.044, -0.115], [-0.012, 0.196, 0.129], [-0.050, -0.176, -0.025], [0.101, -0.051, -0.036]], "lowdin_charge": [-0.215, -0.736, -0.301, 0.281, 0.199, -0.384, -0.351, 0.167, -0.089, -0.104, 0.008, 0.047, -0.142, 0.026, -0.020, -0.095, 0.030, 0.019, -0.112, -0.004, 0.013, -0.063, 0.035, 0.018, -0.093, 0.024, 0.018, -0.065, 0.029, 0.044, -0.065, 0.027, 0.025, -0.081, 0.037, 0.037, -0.079, 0.001, 0.017, -0.103, 0.024, -0.024], "charge": -2, "orbital_gap_ev": 4.50, "e_lumo_ev": 4.204, "total_energy_ha": -3770.23042}

No. 2
{"formula": "C7H14O2", "method": "wB97M-V/def2-TZVPD", "elements": ["C", "C", "O", "C", "C", "C", "H", "H", "H", "H", "H", "H", "H", "H", "H", "H", "C", "C", "O", "H", "H", "H", "H"], "xyz": [[-0.590, 1.523, -0.236], [0.453, 0.613, 0.344], [1.629, 0.718, 0.064], [-0.018, -0.438, 1.338], [0.087, 0.194, 2.730], [-1.424, -0.971, 1.087], [-1.228, 1.921, 0.548], [-1.211, 0.948, -0.921], [-0.116, 2.340, -0.775], [0.699, -1.264, 1.286], [-0.139, -0.544, 3.493], [1.089, 0.573, 2.903], [-0.617, 1.016, 2.834], [-1.639, -1.762, 1.805], [-1.512, -1.378, 0.087], [-2.169, -0.193, 1.220], [1.189, 0.021, -2.892], [0.625, -1.106, -2.100], [-0.542, -1.290, -1.875], [0.402, 0.632, -3.326], [1.807, 0.624, -2.227], [1.834, -0.371, -3.675], [1.391, -1.804, -1.713]], "forces_ev_per_angstrom": [[0.192, 0.192, -0.119], [-0.057, -0.201, 0.174], [-0.068, 0.009, 0.069], [0.096, -0.017, 0.083], [0.109, -0.074, -0.142], [0.147, -0.082, 0.075], [-0.138, 0.037, 0.086], [-0.107, -0.043, -0.024], [0.025, 0.011, 0.003], [-0.001, 0.123, -0.063], [-0.068, -0.098, 0.131], [0.149, 0.066, 0.080], [-0.127, 0.137, 0.048], [-0.042, -0.025, 0.033], [-0.106, -0.065, -0.028], [-0.156, 0.130, 0.030], [-0.126, 0.181, -0.143], [0.516, -0.136, -0.220], [-0.249, -0.030, -0.091], [-0.053, 0.028, -0.024], [0.055, 0.022, 0.003], [0.065, -0.069, -0.084], [-0.055, -0.097, 0.123]], "lowdin_charge": [-0.003, -0.454, 0.058, -0.361, -0.057, -0.070, 0.086, 0.084, 0.091, 0.143, 0.080, 0.082, 0.080, 0.084, 0.055, 0.078, -0.048, -0.324, 0.027, 0.086, 0.072, 0.083, 0.128], "orbital_gap_ev": 10.56, "e_lumo_ev": 1.025, "relative_energy_kj_mol": 50.52, "total_energy_ha": -425.58600, "smiles": "CC(=O)C(C)C.CC=O"}

No. 3
{"formula": "C15H31Cl26INO4S2", "method": "wB97M-V/def2-TZVPD", "elements": ["C", "C", "S", "O", "O", "N", "S", "O", "O", "I", "H", "H", "H", "H", "H", "C", "Cl", "Cl", "H", "H", "C", "Cl", "Cl", "H", "H", "C", "Cl", "Cl", "H", "H", "C", "Cl", "Cl", "H", "H", "C", "Cl", "Cl", "H", "H", "C", "Cl", "Cl", "H", "H", "C", "Cl", "Cl", "H", "H", "C", "Cl", "Cl", "H", "H", "C", "Cl", "Cl", "H", "H", "C", "Cl", "Cl", "H", "H", "C", "Cl", "Cl", "H", "H", "C", "Cl", "Cl", "H", "H", "C", "Cl", "Cl", "H", "H"], "xyz": [[0.836, -2.086, -1.020], [-0.627, -2.427, -1.295], [-1.664, -1.032, -0.930], [-1.620, -0.776, 0.492], [-1.163, 0.060, -1.765], [-3.135, -1.409, -1.508], [-3.684, -2.837, -1.051], [-3.474, -3.869, -2.041], [-3.375, -3.213, 0.311], [-6.108, -2.442, -1.079], [1.013, -1.918, 0.045], [1.471, -2.906, -1.364], [1.121, -1.172, -1.541], [-0.751, -2.603, -2.368], [-0.977, -3.305, -0.756], [3.904, 1.060, -1.728], [2.909, 1.448, -0.322], [4.018, -0.688, -1.975], [3.442, 1.498, -2.605], [4.901, 1.453, -1.574], [-3.689, 2.116, -1.573], [-5.375, 1.713, -1.890], [-3.387, 3.867, -1.702], [-3.438, 1.795, -0.569], [-3.071, 1.601, -2.294], [-4.860, 5.004, 1.439], [-6.509, 4.396, 1.224], [-4.403, 5.062, 3.145], [-4.180, 4.345, 0.915], [-4.811, 6.006, 1.031], [-8.409, 2.291, -1.433], [-9.563, 2.849, -0.208], [-8.492, 0.546, -1.677], [-8.642, 2.783, -2.369], [-7.409, 2.546, -1.100], [-7.206, 1.557, 3.327], [-7.242, 0.169, 2.238], [-6.132, 1.304, 4.713], [-6.843, 2.406, 2.763], [-8.210, 1.725, 3.700], [-0.458, -4.957, 2.116], [1.092, -4.175, 2.458], [-0.579, -5.495, 0.439], [-0.552, -5.822, 2.762], [-1.256, -4.246, 2.298], [4.466, 3.236, 2.676], [4.849, 4.912, 3.098], [5.923, 2.294, 2.335], [3.949, 2.781, 3.512], [3.843, 3.235, 1.791], [7.678, -1.074, -1.425], [9.362, -0.895, -1.949], [7.163, 0.250, -0.380], [7.042, -1.087, -2.302], [7.586, -2.002, -0.874], [9.812, 2.503, 3.333], [9.804, 4.259, 3.126], [9.194, 1.663, 1.909], [10.832, 2.182, 3.506], [9.182, 2.253, 4.178], [11.565, 2.286, -2.626], [10.842, 2.883, -1.133], [12.547, 3.515, -3.440], [12.204, 1.444, -2.386], [10.770, 1.983, -3.296], [-8.364, -1.430, 6.339], [-9.581, -0.206, 6.726], [-8.769, -3.008, 7.030], [-8.303, -1.528, 5.262], [-7.413, -1.108, 6.745], [-1.162, 1.159, -5.118], [-2.848, 0.735, -5.416], [-0.878, 2.907, -5.245], [-0.908, 0.837, -4.113], [-0.546, 0.661, -5.857], [1.205, -7.598, -2.351], [1.868, -6.006, -1.988], [2.468, -8.829, -2.531], [0.556, -7.890, -1.533], [0.651, -7.538, -3.279]], "forces_ev_per_angstrom": [[-0.109, 0.009, 0.280], [0.505, 0.068, -0.485], [0.065, 0.679, -0.183], [-0.101, -0.170, -0.251], [-0.416, -0.283, 0.044], [0.303, -0.522, 0.451], [0.241, -0.100, 0.082], [-0.141, 0.319, 0.043], [-0.083, 0.151, -0.231], [0.008, 0.079, -0.019], [-0.009, -0.110, -0.052], [0.002, 0.053, 0.066], [-0.046, -0.103, -0.064], [-0.185, -0.028, 0.124], [-0.003, 0.230, 0.050], [-0.034, 0.080, -0.014], [-0.008, 0.029, 0.009], [0.104, -0.031, -0.089], [-0.056, -0.040, 0.015], [0.012, -0.046, 0.063], [0.064, -0.117, 0.036], [0.319, -0.133, -0.092], [0.018, 0.001, -0.007], [0.001, 0.000, 0.026], [0.088, -0.027, -0.072], [0.058, -0.034, -0.014], [-0.032, 0.097, -0.160], [0.014, 0.013, 0.019], [-0.020, -0.034, 0.020], [-0.039, 0.012, 0.026], [-0.028, 0.036, 0.044], [-0.060, 0.061, 0.068], [-0.057, 0.050, -0.021], [-0.051, -0.005, -0.004], [-0.243, 0.002, 0.080], [-0.092, -0.010, -0.147], [0.014, -0.062, -0.007], [0.006, -0.021, 0.072], [0.006, -0.029, 0.129], [0.022, 0.003, 0.039], [-0.202, 0.045, 0.027], [0.032, 0.005, 0.013], [0.002, -0.203, 0.117], [0.040, -0.015, -0.019], [0.033, 0.066, -0.085], [-0.074, -0.056, -0.019], [-0.017, 0.009, 0.010], [-0.038, 0.030, 0.022], [0.037, 0.012, 0.026], [0.035, 0.021, -0.037], [-0.101, -0.026, -0.024], [0.013, -0.019, -0.016], [0.014, 0.014, 0.000], [0.018, 0.042, -0.011], [0.053, 0.015, 0.032], [-0.019, -0.039, 0.055], [0.014, 0.013, 0.017], [0.128, -0.063, 0.011], [0.015, 0.028, -0.046], [-0.052, 0.043, -0.029], [-0.061, -0.078, 0.011], [-0.005, -0.012, 0.007], [0.016, -0.008, -0.024], [0.034, 0.032, 0.020], [-0.012, 0.046, -0.004], [0.081, 0.029, -0.078], [0.012, 0.026, -0.025], [0.012, -0.005, -0.001], [-0.042, -0.013, -0.004], [-0.020, 0.006, 0.035], [0.055, -0.134, 0.164], [-0.040, 0.015, 0.003], [0.026, -0.018, 0.004], [-0.046, 0.043, 0.065], [-0.025, 0.045, -0.042], [-0.124, 0.049, 0.037], [0.088, 0.020, -0.086], [-0.005, -0.029, -0.008], [0.045, -0.002, 0.032], [0.046, 0.000, -0.025]], "lowdin_charge": [-0.144, -0.327, 0.492, -0.325, -0.369, -0.392, 0.082, -0.411, -0.422, 0.499, 0.067, 0.050, 0.033, 0.106, 0.013, -1.006, 0.548, 0.533, 0.027, -0.016, -0.977, 0.571, 0.514, 0.031, -0.014, -1.010, 0.543, 0.510, -0.023, 0.026, -1.069, 0.480, 0.468, 0.028, -0.090, -1.032, 0.506, 0.498, -0.063, 0.024, -0.986, 0.507, 0.552, 0.020, 0.030, -1.023, 0.499, 0.480, 0.027, -0.016, -1.008, 0.503, 0.504, 0.004, 0.031, -1.018, 0.500, 0.456, 0.022, 0.023, -1.049, 0.496, 0.494, 0.021, 0.016, -1.040, 0.485, 0.496, 0.017, 0.015, -1.020, 0.516, 0.480, -0.002, 0.020, -1.031, 0.499, 0.487, 0.013, 0.026], "charge": -1, "orbital_gap_ev": 8.20, "e_lumo_ev": 1.624, "total_energy_ha": -14004.97597}

No. 4
{"formula": "C30H31Cl4MgN3O5P", "method": "wB97M-V/def2-TZVPD", "elements": ["Mg", "N", "C", "C", "N", "C", "C", "N", "H", "H", "H", "H", "H", "H", "H", "H", "H", "H", "H", "H", "H", "Cl", "C", "C", "Cl", "C", "Cl", "C", "O", "C", "O", "C", "Cl", "O", "P", "C", "C", "C", "C", "C", "C", "C", "C", "C", "C", "C", "C", "C", "C", "C", "C", "C", "C", "H", "H", "H", "H", "H", "H", "H", "H", "H", "H", "H", "H", "H", "H", "H", "C", "C", "O", "O", "H", "H", "H"], "xyz": [[15.554, 12.356, 10.152], [13.581, 11.845, 11.109], [13.340, 12.093, 12.517], [14.484, 11.599, 13.427], [15.795, 12.073, 13.112], [16.214, 13.413, 13.380], [15.597, 14.530, 12.513], [15.788, 14.345, 11.079], [12.901, 12.330, 10.536], [13.574, 10.847, 10.918], [12.413, 11.629, 12.882], [13.207, 13.167, 12.636], [14.528, 10.513, 13.392], [14.153, 11.849, 14.453], [16.528, 11.375, 13.193], [17.295, 13.429, 13.227], [16.020, 13.712, 14.423], [16.037, 15.488, 12.858], [14.527, 14.617, 12.696], [16.757, 14.498, 10.832], [15.161, 14.965, 10.568], [18.946, 6.685, 11.141], [18.537, 8.358, 10.938], [19.449, 9.350, 11.269], [20.979, 8.957, 11.961], [19.084, 10.691, 11.063], [20.187, 11.982, 11.493], [17.865, 11.052, 10.520], [17.546, 12.304, 10.341], [16.898, 10.011, 10.228], [15.697, 10.353, 9.838], [17.273, 8.696, 10.422], [16.092, 7.472, 10.036], [13.109, 14.662, 10.269], [12.477, 15.561, 9.285], [10.722, 15.176, 8.829], [10.215, 13.884, 8.891], [8.878, 13.638, 8.661], [8.018, 14.678, 8.355], [8.494, 15.979, 8.318], [9.837, 16.214, 8.572], [12.229, 17.083, 10.255], [11.365, 16.998, 11.335], [11.257, 18.044, 12.230], [12.053, 19.179, 12.060], [12.897, 19.281, 10.974], [12.978, 18.232, 10.070], [13.401, 16.212, 7.839], [12.717, 16.890, 6.839], [13.393, 17.416, 5.751], [14.761, 17.281, 5.657], [15.454, 16.623, 6.655], [14.779, 16.076, 7.737], [10.890, 13.069, 9.082], [8.490, 12.637, 8.713], [6.979, 14.456, 8.179], [7.806, 16.787, 8.102], [10.198, 17.231, 8.560], [10.791, 16.088, 11.469], [10.595, 17.968, 13.083], [11.993, 19.985, 12.785], [13.545, 20.137, 10.854], [13.655, 18.307, 9.229], [11.648, 16.989, 6.880], [12.837, 17.919, 4.980], [15.285, 17.705, 4.809], [16.529, 16.499, 6.594], [15.319, 15.503, 8.481], [13.511, 11.485, 7.461], [13.677, 12.912, 7.950], [12.708, 13.678, 7.799], [14.800, 13.229, 8.474], [13.742, 11.469, 6.396], [12.473, 11.157, 7.569], [14.206, 10.825, 7.964]], "forces_ev_per_angstrom": [[-0.049, 0.067, -0.021], [0.333, -0.220, -0.225], [0.136, 0.159, 0.444], [-0.602, 0.086, 0.267], [0.136, -0.392, -1.012], [0.172, 0.562, 0.018], [0.160, 0.232, 0.301], [-0.123, -0.118, 0.105], [-0.049, 0.056, 0.007], [-0.012, 0.017, -0.198], [0.061, -0.046, -0.029], [-0.023, 0.023, 0.007], [-0.078, -0.205, -0.118], [0.180, 0.066, 0.026], [-0.293, 0.344, -0.054], [0.001, 0.065, 0.041], [0.029, -0.023, 0.123], [-0.102, -0.357, -0.015], [-0.023, -0.027, -0.029], [0.109, 0.047, -0.119], [0.118, -0.211, 0.083], [0.077, -0.064, 0.061], [0.220, 0.033, 0.007], [-0.568, -0.223, -0.136], [0.186, -0.089, 0.037], [0.564, -0.158, 0.138], [-0.155, -0.203, -0.048], [-0.026, 0.285, 0.065], [-0.583, -0.230, -0.154], [-0.319, 0.334, -0.033], [0.250, 0.560, 0.095], [0.231, -0.304, 0.090], [0.185, 0.066, 0.091], [0.331, -0.718, 0.671], [-0.713, 0.536, -1.085], [0.345, 0.218, 0.292], [0.341, -0.104, -0.002], [-0.084, 0.128, -0.025], [0.043, 0.094, 0.138], [-0.192, -0.300, -0.071], [-0.032, 0.343, -0.176], [0.087, 0.128, -0.430], [-0.240, 0.001, 0.297], [0.240, 0.154, 0.085], [-0.399, 0.100, 0.302], [0.181, -0.113, 0.095], [0.123, 0.048, -0.103], [-0.340, -0.161, 0.261], [0.057, -0.010, -0.047], [-0.264, -0.071, 0.121], [0.289, 0.235, -0.199], [0.225, -0.236, 0.223], [0.140, 0.012, 0.231], [0.078, -0.111, 0.095], [-0.009, -0.307, 0.008], [-0.248, 0.087, -0.087], [0.122, 0.116, 0.006], [0.015, 0.148, 0.065], [-0.059, 0.035, 0.101], [-0.036, 0.022, -0.002], [0.018, -0.049, -0.066], [-0.063, 0.160, -0.028], [0.030, -0.008, -0.043], [-0.271, 0.022, 0.029], [-0.101, 0.134, -0.196], [0.053, -0.050, -0.009], [-0.033, 0.027, -0.042], [-0.058, 0.090, -0.121], [-0.075, 0.070, -0.145], [0.567, -0.181, 0.148], [0.084, -0.009, -0.153], [-0.535, -0.405, -0.059], [0.031, 0.000, -0.074], [0.128, 0.028, 0.052], [0.080, -0.235, 0.126]], "lowdin_charge": [0.651, 0.013, -0.237, -0.212, -0.065, -0.210, -0.229, -0.004, 0.068, 0.098, 0.111, 0.089, 0.119, 0.112, 0.127, 0.119, 0.110, 0.116, 0.090, 0.094, 0.051, 0.603, -0.726, -0.741, 0.614, -0.612, 0.631, -0.421, -0.176, -0.410, -0.179, -0.618, 0.638, -0.300, 0.803, -0.241, -0.066, -0.079, -0.096, -0.082, -0.104, -0.270, -0.088, -0.081, -0.099, -0.090, -0.067, -0.269, -0.074, -0.089, -0.100, -0.070, -0.067, 0.097, 0.099, 0.095, 0.099, 0.102, 0.113, 0.098, 0.097, 0.099, 0.101, 0.089, 0.096, 0.098, 0.106, 0.094, 0.015, -0.647, -0.069, -0.089, 0.084, 0.078, 0.060], "charge": -1, "orbital_gap_ev": 6.20, "e_lumo_ev": 2.296, "relative_energy_kj_mol": 31.64, "total_energy_ha": -4084.80692}